1.
DFT (ωB97M-V/def2-TZVPD) results for a structure of composition C4H4O5Yb at a distorted geometry.

* LUMO level (spin up / spin down): -10.300 / -13.603 eV
* energy relative to the best compared isomer or geometry (same formula, charge and spin): 41.0 kcal/mol
* charge: +2
* HOMO (spin up / spin down): -17.30 / -17.89 eV
* gap between HOMO and LUMO (spin up / spin down): 6.996 / 4.291 eV
* spin multiplicity: 3

Geometry (Å):
Yb (-4.11890, 2.18304, -0.16625)
O (-1.50927, 0.51675, -0.39600)
O (0.23755, 0.25686, 1.02361)
O (0.30243, 1.78308, -1.44058)
O (-1.82989, 2.77091, -1.48990)
O (0.09110, -1.04258, -0.73292)
C (1.04090, -1.72554, 0.10943)
C (1.20814, -0.77572, 1.29268)
C (-0.88863, 2.04736, -1.54096)
C (-0.27141, 0.09495, -0.17967)
H (2.20049, -0.31733, 1.34781)
H (0.95552, -1.23379, 2.25414)
H (1.95999, -1.86023, -0.46952)
H (0.62198, -2.69776, 0.38812)

Results of the Mulliken charge analysis, in e, for atoms 1 through 5: Yb 1.29; O -0.23; O -0.36; O -0.36; O -0.43

---

2.
DFT (ωB97M-V/def2-TZVPD) results for a cluster of 12 separate species, C18H60N12O12 in total at a distorted geometry.

* SMILES: NC(N)=O.NC(N)=O.NC(N)=O.NC(N)=O.NC(N)=O.NC(N)=O.CCO.CCO.CCO.CCO.CCO.CCO
* LUMO level: 0.149 eV
* energy relative to the best compared isomer or geometry (same formula, charge and spin): 15.9 kcal/mol
* charge: 0
* HOMO: -9.48 eV
* gap between HOMO and LUMO: 9.630 eV
* spin multiplicity: 1

Geometry (Å):
O (-0.53343, 3.12718, -3.61998)
O (-1.56747, 2.57337, 3.78345)
O (2.90973, -4.56218, 0.30337)
O (-1.54240, -3.48469, -1.72587)
O (2.42855, 0.03465, 4.43432)
O (-4.22532, 1.70602, 1.08212)
O (-0.84670, 3.76747, -0.83134)
O (0.91254, -0.65664, -0.39855)
O (-1.58772, -4.90355, 1.30774)
O (1.51588, -1.67496, -2.88494)
O (4.68532, 2.93398, 0.53953)
O (-4.41619, -0.17416, -4.01414)
N (-0.74751, -4.10817, -3.70978)
N (-2.52732, 4.39834, 0.50474)
N (3.35863, 2.32290, 2.18322)
N (-3.79739, 2.00710, -4.24174)
N (3.27658, 1.10584, 0.23343)
N (3.19459, -2.34713, 0.78744)
N (5.08375, -3.79353, 0.97918)
N (2.22294, -1.79494, 5.75605)
N (1.33559, -1.77730, 3.58535)
N (0.32741, -4.83405, -1.77917)
N (-2.31205, 0.44051, -3.20818)
N (-0.37821, 4.20318, 1.40671)
C (-0.61247, 0.52580, 1.07217)
C (0.70811, 3.52296, -4.08973)
C (-1.83169, -3.70137, 2.03724)
C (3.61624, -0.82760, -3.95329)
C (-3.28619, -3.16214, 1.68254)
C (3.81459, 2.22425, 0.96098)
C (2.94366, -1.85740, -3.03788)
C (-3.55642, 0.69224, -3.90218)
C (1.84986, 3.03355, -3.25890)
C (-5.26775, 0.94751, -0.98649)
C (0.42097, 2.66937, 5.08862)
C (3.62059, -3.62377, 0.63832)
C (-0.44256, -0.25486, -0.27428)
C (-1.22634, 4.09616, 0.29909)
C (-0.68167, -4.14497, -2.34906)
C (-4.05827, 1.65252, -0.35742)
C (-0.90924, 2.00849, 4.98027)
C (2.05462, -1.12216, 4.52149)
H (-0.14969, 1.50794, 1.01099)
H (-3.12489, 1.12942, -0.61187)
H (-1.56429, 1.12483, -3.28397)
H (-2.85755, 4.81049, 1.37193)
H (-1.68437, 0.76405, 1.29998)
H (-0.77028, 0.34407, -1.14891)
H (3.30258, -2.82287, -3.42557)
H (-3.05561, 2.64872, -4.45894)
H (1.10356, -5.14716, -2.33722)
H (0.76067, 4.62705, -4.16232)
H (0.25167, 3.74565, 5.30642)
H (-0.83357, 4.08901, 2.28328)
H (3.54843, 0.86714, -0.71034)
H (3.00723, -1.41214, 6.21347)
H (-3.07568, 4.51698, -0.31843)
H (0.79471, 3.14576, -5.11494)
H (-3.40809, -2.14546, 2.09130)
H (0.00154, -4.39134, -4.32695)
H (1.07826, 2.21496, 5.84266)
H (1.16292, -2.73302, 3.78031)
H (-5.07993, 1.27122, 1.21861)
H (1.78157, 1.97137, -3.22999)
H (-2.01950, -0.49767, -3.25368)
H (0.40492, -4.61990, -0.74689)
H (-3.36343, -3.17690, 0.59772)
H (3.38028, -1.05509, -4.99585)
H (-2.08511, 1.87395, 3.29777)
H (-0.92730, 0.92651, 4.83415)
H (1.03685, -0.98107, -1.28519)
H (-5.84469, 0.46426, -0.17131)
H (2.85787, 3.36234, -3.56423)
H (-0.22753, -0.12587, 1.85599)
H (3.75104, -1.53536, 0.96081)
H (1.75054, 3.37432, -2.19538)
H (3.31878, 0.20380, -3.76782)
H (4.70417, -0.85839, -3.65153)
H (1.94987, -2.78211, 5.95973)
H (-1.76052, -4.09579, 3.09627)
H (-1.40181, -3.43860, -4.02578)
H (1.45435, -1.59511, 2.59499)
H (-1.50369, 2.20194, 5.89551)
H (-0.75861, 3.48426, -2.74855)
H (2.25702, 1.11888, 0.33549)
H (0.82746, 2.51970, 4.07498)
H (3.82217, 3.05812, 2.71132)
H (-1.70754, -4.78965, 0.33701)
H (3.30656, -1.91640, -1.97476)
H (-4.04667, 2.65542, -0.70314)
H (-1.05739, -2.97093, 1.79457)
H (5.42486, -4.75375, 1.14666)
H (-1.07909, -1.13540, -0.29653)
H (-5.01332, 0.17041, -1.71644)
H (1.00139, -2.13595, -3.56503)
H (3.05450, 1.38653, 2.57211)
H (2.27049, -2.04548, 0.45474)
H (-4.69159, 2.25894, -4.56345)
H (-3.96606, -3.92056, 2.12465)
H (0.42695, 3.59797, 1.31630)
H (5.30688, -3.22098, 1.79129)
H (-5.96808, 1.67912, -1.36044)

Results of the Mulliken charge analysis, in e, for atoms 1 through 5: O -0.44; O -0.44; O -0.60; O -0.64; O -0.54

---

3.
DFT (ωB97M-V/def2-TZVPD) results for a cluster of 10 separate species, C41H107F6N18O13P4S2 in total at a distorted geometry.

* LUMO level: 1.651 eV
* charge: -1
* HOMO: -6.18 eV
* gap between HOMO and LUMO: 7.834 eV
* spin multiplicity: 1

Geometry (Å):
S (6.42260, 12.60511, 4.55596)
S (7.17892, 15.00015, 5.14936)
P (6.59943, 5.59583, 2.56966)
P (5.18516, 20.26586, 9.59192)
P (9.91508, 8.23015, 6.40200)
P (-0.05042, 10.17542, 6.34996)
F (4.59994, 10.77586, 4.84597)
F (3.76014, 12.67047, 4.24490)
F (5.75646, 17.12126, 4.62026)
F (7.40220, 16.89012, 3.18409)
F (4.83889, 11.46252, 2.80828)
F (7.78711, 17.50489, 5.20563)
O (11.57637, 17.96240, 9.27047)
O (-1.12157, 9.31801, 6.88919)
O (5.75829, 20.95294, 10.76089)
O (9.15288, 7.77424, 5.21848)
O (8.55552, 14.61706, 5.02097)
O (10.72990, 15.89602, -1.67252)
O (4.15667, 14.89996, 9.60793)
O (6.57594, 12.34771, 5.96226)
O (5.51809, 5.35444, 1.59581)
O (2.10633, 16.09428, 2.72788)
O (6.67977, 15.17317, 6.48498)
O (3.80705, 15.03596, 0.71764)
O (7.44760, 11.98480, 3.77064)
N (6.28024, 14.38782, 10.24013)
N (3.71015, 19.57660, 9.83129)
N (10.16499, 9.83597, 6.61115)
N (6.19784, 14.20224, 4.17404)
N (10.33742, 17.95603, -0.76656)
N (2.03482, 16.14705, 5.01575)
N (6.16886, 19.05023, 9.03537)
N (1.51893, 9.71800, 6.60084)
N (5.87550, 14.13532, 0.34080)
N (11.92698, 18.66459, 7.14910)
N (11.41831, 7.50541, 6.42415)
N (-0.11296, 10.24428, 4.67834)
N (4.86304, 21.32087, 8.33463)
N (8.15043, 5.40024, 1.96914)
N (9.21303, 7.66108, 7.80003)
N (-0.12087, 11.74630, 6.90060)
N (6.51238, 4.55592, 3.86512)
N (6.63840, 7.12872, 3.17952)
C (0.80869, 12.75600, 6.42791)
C (5.81493, 22.41779, 8.16129)
C (6.07893, 14.75897, 11.61139)
C (4.92618, 14.76539, 1.09026)
C (2.42081, 10.25253, 7.60470)
C (5.54128, 13.55255, -0.93801)
C (12.19624, 18.63708, 8.47328)
C (9.77850, 7.87845, 9.12036)
C (7.32083, 8.25725, 2.52486)
C (7.01201, 16.71666, 4.43758)
C (-1.07585, 12.12639, 7.94002)
C (1.41368, 17.44571, 5.04014)
C (10.82991, 10.58267, 5.52280)
C (11.01714, 17.06858, -1.53365)
C (5.27380, 14.50799, 9.34988)
C (12.78476, 19.27934, 6.14406)
C (10.73650, 18.00810, 6.64930)
C (5.87010, 18.09707, 7.99566)
C (9.41588, 5.94774, 2.47847)
C (6.07421, 3.18125, 3.61316)
C (2.58032, 15.58652, 6.24811)
C (0.90718, 10.84824, 3.84636)
C (7.52584, 13.70556, 9.91160)
C (12.53229, 8.01154, 7.21937)
C (2.51831, 20.38866, 9.99352)
C (1.94067, 8.42183, 6.08686)
C (3.59492, 18.20526, 10.32827)
C (2.39185, 15.62866, 3.80859)
C (8.28279, 4.31591, 1.03252)
C (9.07441, 10.62859, 7.15464)
C (10.79322, 19.33663, -0.67220)
C (6.98502, 4.89683, 5.20065)
C (4.41493, 20.83969, 7.03550)
C (-1.45995, 10.39327, 4.14755)
C (5.43258, 7.54039, 3.85819)
C (4.79019, 11.85417, 4.08102)
C (7.59609, 19.18425, 9.35453)
C (11.53714, 6.18384, 5.85662)
C (9.19496, 17.61255, 0.06540)
C (7.25350, 14.04847, 0.72835)
C (7.85794, 7.11345, 7.80612)
H (6.12982, 22.74210, 9.15239)
H (4.42433, 17.90993, 10.97135)
H (9.90407, 5.05047, 2.89301)
H (10.96020, 5.45284, 6.44300)
H (6.44945, 5.77310, 5.57628)
H (8.06816, 18.21817, 9.18053)
H (5.23884, 23.27650, 7.79899)
H (8.55078, 11.09853, 6.31744)
H (0.65246, 11.89142, 3.66064)
H (3.53361, 17.48579, 9.50336)
H (7.41588, 7.20963, 6.81823)
H (7.99220, 8.01562, 1.71310)
H (6.63097, 22.17338, 7.47836)
H (12.24976, 8.88007, 7.80877)
H (5.59467, 13.95542, 12.18600)
H (5.99157, 14.15115, -1.74240)
H (3.41091, 14.92354, 6.02081)
H (2.16408, 18.24368, 5.16333)
H (11.09966, 19.71462, -1.64571)
H (9.91476, 19.91281, -0.37605)
H (11.13449, 11.50659, 6.01183)
H (6.90820, 2.57481, 3.24227)
H (11.63350, 9.98581, 5.10120)
H (10.68699, 7.27522, 9.22103)
H (7.86438, 8.69462, 3.37111)
H (8.34423, 10.19058, 7.82628)
H (5.30977, 3.22255, 2.83668)
H (1.79176, 15.06899, 6.79404)
H (2.72061, 21.27089, 10.60990)
H (11.21018, 6.20275, 4.82099)
H (10.50204, 17.14746, 7.26342)
H (12.56311, 5.82215, 5.94818)
H (7.39830, 14.48061, 1.71690)
H (5.29816, 15.52181, 11.68443)
H (0.95402, 10.24834, 2.92781)
H (7.76163, 19.42352, 10.40284)
H (2.01195, 11.14472, 8.07275)
H (1.29697, 8.07815, 5.27852)
H (8.03031, 19.98830, 8.75222)
H (10.00105, 8.92136, 9.35905)
H (-1.37495, 13.16704, 7.87425)
H (-0.65591, 11.82102, 8.90545)
H (1.67912, 19.81632, 10.37093)
H (6.69975, 17.98256, 7.29442)
H (2.18880, 20.81967, 9.03777)
H (6.85720, 4.06360, 5.88573)
H (9.09782, 4.50652, 0.32226)
H (10.10260, 10.80848, 4.73862)
H (9.13021, 16.52873, 0.16147)
H (8.31382, 17.99944, -0.44584)
H (4.96448, 6.67537, 4.33070)
H (0.75997, 17.51253, 5.91013)
H (7.20560, 7.70926, 8.45502)
H (5.62599, 8.29159, 4.63365)
H (12.21127, 19.97180, 5.53324)
H (9.95993, 18.73650, 6.41415)
H (4.46648, 13.54113, -1.08540)
H (5.25148, 20.36809, 6.50635)
H (11.88216, 17.57837, -1.99597)
H (3.34308, 10.54719, 7.09542)
H (3.63207, 20.09665, 7.18716)
H (0.39515, 13.39402, 5.64312)
H (7.39533, 4.26574, 0.40123)
H (7.92622, 6.07847, 8.14384)
H (2.66875, 18.00371, 10.86576)
H (1.13956, 13.40142, 7.25038)
H (4.71290, 8.01952, 3.17989)
H (9.25416, 6.70272, 3.23797)
H (5.65089, 2.74277, 4.51530)
H (5.98541, 12.56073, -1.03987)
H (7.88183, 14.53386, -0.03399)
H (8.48827, 3.34676, 1.50762)
H (-1.56277, 9.75605, 3.26107)
H (0.96926, 17.62948, 4.06643)
H (-1.62889, 11.42149, 3.79767)
H (13.33527, 8.30212, 6.53797)
H (13.71706, 19.60429, 6.60438)
H (13.13609, 18.45057, 5.51365)
H (9.46281, 11.54837, 7.61564)
H (8.33134, 14.27107, 10.37613)
H (1.90319, 10.65896, 4.24110)
H (5.40709, 14.89965, 2.07589)
H (9.31598, 17.93329, 1.10020)
H (10.00085, 6.22950, 1.59853)
H (2.80521, 14.61963, 3.92237)
H (1.72520, 12.26214, 6.10563)
H (3.01728, 16.38941, 6.83455)
H (13.05983, 19.26906, 8.73979)
H (11.54989, 19.50502, 0.09675)
H (5.82071, 17.05800, 8.36191)
H (4.91025, 18.26781, 7.52306)
H (10.97332, 17.57825, 5.66705)
H (8.02915, 5.23636, 5.17754)
H (9.07286, 7.49278, 9.85460)
H (7.65875, 13.83380, 8.83564)
H (1.69859, 7.69602, 6.87827)
H (2.99875, 8.40682, 5.83732)
H (-2.22688, 10.11038, 4.85969)
H (2.60616, 9.49556, 8.37168)
H (5.61125, 14.28497, 8.32549)
H (6.94219, 15.14262, 12.14751)
H (7.75488, 13.07303, 0.75494)
H (-1.95327, 11.48373, 7.84161)
H (7.47043, 12.66660, 10.22820)
H (4.04214, 21.68164, 6.45384)
H (6.57222, 9.01795, 2.28949)
H (12.81502, 7.21903, 7.91802)

Results of the Mulliken charge analysis, in e, for atoms 1 through 5: S 1.08; S 0.11; P 0.43; P 0.10; P -0.76